--- 1 ---
The following is a DFT calculation (wB97M-V/def2-TZVPD) of a molecular structure, C32H32BrCoN8O2Sb.

Calculated values
Charge: 0
Gap between HOMO and LUMO (alpha / beta) in eV: 7.4 / 7.9
2S+1: 2

XYZ file:
```
77
Properties=species:S:1:pos:R:3:mulliken_charge:R:1
Co -0.24739 0.27270 -0.02933 0.647
C 1.04742 2.13382 5.35307 -0.377
C 0.64437 2.74736 4.17743 -0.825
C 0.21419 1.98343 3.10179 0.066
C 0.17215 0.60041 3.20867 0.148
C 0.58798 -0.02199 4.38387 -0.588
C 1.02206 0.74730 5.44892 -0.595
N -0.28263 -0.15401 2.07744 0.819
N -0.62291 -1.31883 2.35629 -0.947
C -0.99098 -2.08722 1.23809 0.408
C -1.49406 -3.35889 1.50056 -0.537
C -1.87761 -4.16250 0.44307 -0.583
C -1.74142 -3.67527 -0.85197 -0.926
C -1.22760 -2.40374 -1.08771 0.725
C -0.82611 -1.55562 -0.05200 -0.121
H 1.38689 2.72955 6.19040 0.389
H 0.66350 3.82649 4.09345 0.419
H -0.07753 2.44998 2.17269 0.285
H 0.56558 -1.09996 4.44907 0.465
H 1.34636 0.26299 6.36102 0.372
H -1.58135 -3.68834 2.52833 0.467
H -2.27792 -5.15216 0.61830 0.363
H -2.03897 -4.29324 -1.69117 0.425
H -1.13835 -2.08299 -2.12107 0.228
C 2.36239 -1.94006 -1.33224 -0.956
C 2.70617 -0.68861 -0.61057 0.853
N 1.86988 0.11211 0.01134 0.073
C 2.61420 1.15623 0.51878 -0.830
C 3.91779 0.98281 0.19503 -0.890
N 3.97451 -0.19824 -0.52109 0.228
C 5.13274 -0.71032 -1.21410 -1.234
N 4.99064 -0.59775 -2.64415 0.784
N 4.87451 -1.71927 -3.39824 -0.674
N 4.60014 -1.39943 -4.60111 -0.521
C 4.49319 -0.02448 -4.67371 0.117
C 4.19608 0.80858 -5.75641 -0.694
C 4.16358 2.16131 -5.51414 -0.484
C 4.41711 2.68592 -4.22887 -0.585
C 4.70334 1.87831 -3.15222 -0.743
C 4.73763 0.50379 -3.40805 1.354
H 1.37469 -2.26623 -1.02040 -0.053
H 3.08300 -2.73176 -1.12308 0.566
H 2.35536 -1.78585 -2.41328 -0.045
H 2.15113 1.95435 1.07152 0.557
H 4.80035 1.55882 0.41291 0.480
H 5.28607 -1.76796 -1.00762 0.348
H 6.00031 -0.14798 -0.87166 0.431
H 4.00534 0.39346 -6.73643 0.463
H 3.93765 2.84663 -6.31983 0.401
H 4.37174 3.75754 -4.08576 0.394
H 4.87617 2.28959 -2.16753 0.354
C 0.35976 -0.55362 -4.37152 -1.181
Sb -0.28919 0.66128 -2.73004 0.741
C 0.78021 2.42164 -3.28008 -0.710
C -2.20498 1.20325 -3.49266 -1.217
H 0.02636 -0.11071 -5.30981 0.459
H -0.04249 -1.56235 -4.28838 0.419
H 1.44890 -0.61066 -4.37998 0.129
H 0.53466 2.73358 -4.29497 0.493
H 1.85050 2.22428 -3.21638 -0.180
H 0.53147 3.21436 -2.57578 0.269
H -2.11521 1.67309 -4.47147 0.379
H -2.68704 1.88624 -2.79511 0.325
H -2.82219 0.30893 -3.57309 0.362
Br -0.80877 7.73234 0.00968 -0.183
C -1.83707 6.14556 0.04838 -0.159
C -3.22151 6.22598 0.10164 -0.146
N -4.00056 5.15019 0.13025 -0.645
C -3.41466 3.95618 0.10614 -0.184
C -2.03655 3.78564 0.05308 0.205
C -1.22416 4.90967 0.02282 -0.308
C -1.44097 2.41435 0.02696 0.551
O -2.16920 1.40525 0.02830 -0.694
O -0.16766 2.31300 -0.00439 -0.630
H -3.71125 7.19242 0.12175 0.372
H -4.05648 3.08442 0.13220 0.546
H -0.14895 4.80079 -0.01854 0.565
```

--- 2 ---
The following is a DFT calculation (wB97M-V/def2-TZVPD) of a molecular structure, C32H32BrCoN8O2Sb.

Calculated values
Charge: 0
Gap between HOMO and LUMO (alpha / beta) in eV: 7.5 / 7.9
2S+1: 2

XYZ file:
```
77
Properties=species:S:1:pos:R:3:mulliken_charge:R:1
Co 0.10323 0.20562 1.38856 0.647
C 2.98816 -4.49054 3.15631 -0.380
C 3.39374 -3.27153 2.63670 -0.770
C 2.49345 -2.21865 2.54078 -0.055
C 1.18894 -2.38639 2.98098 0.129
C 0.77377 -3.61092 3.49668 -0.444
C 1.67604 -4.65686 3.58243 -0.639
N 0.27425 -1.28071 2.86658 0.737
N -0.69105 -1.35928 3.65017 -0.935
C -1.65042 -0.34903 3.45787 0.735
C -2.70198 -0.29839 4.36900 -0.620
C -3.67488 0.67228 4.21333 -0.550
C -3.57225 1.56011 3.14627 -0.928
C -2.51731 1.47704 2.24462 0.761
C -1.51230 0.51193 2.36141 -0.398
H 3.68915 -5.31239 3.22554 0.390
H 4.41366 -3.13278 2.30156 0.426
H 2.79620 -1.27391 2.12239 0.331
H -0.24970 -3.72839 3.82215 0.468
H 1.35197 -5.60949 3.98125 0.372
H -2.73536 -1.01278 5.18201 0.467
H -4.50111 0.74029 4.90833 0.371
H -4.32730 2.32690 3.01646 0.431
H -2.49452 2.19616 1.42916 0.188
C -2.90874 -1.00623 -0.41634 -1.022
C -1.57068 -1.59712 -0.68060 0.853
N -0.45330 -1.33663 -0.03688 0.189
C 0.54139 -2.06756 -0.65235 -0.944
C 0.01495 -2.78245 -1.67479 -0.862
N -1.33709 -2.49169 -1.68164 0.202
C -2.28329 -2.93986 -2.67592 -1.069
N -2.88159 -1.85709 -3.41587 0.764
N -4.23257 -1.73907 -3.43113 -0.639
N -4.56629 -0.70562 -4.09555 -0.608
C -3.41554 -0.06104 -4.50226 0.606
C -3.24902 1.13001 -5.21527 -0.691
C -1.95988 1.54491 -5.44498 -0.631
C -0.85325 0.79936 -4.98359 -0.435
C -0.99991 -0.37908 -4.28798 -0.626
C -2.31657 -0.79656 -4.06221 0.713
H -2.92652 -0.61346 0.59622 0.018
H -3.69892 -1.74926 -0.53065 0.575
H -3.12634 -0.18720 -1.10739 -0.068
H 1.56032 -2.01612 -0.30776 0.596
H 0.45027 -3.48179 -2.36774 0.429
H -3.11812 -3.47179 -2.22309 0.374
H -1.75012 -3.61690 -3.34290 0.388
H -4.10507 1.69466 -5.55770 0.446
H -1.78094 2.46257 -5.98901 0.382
H 0.14379 1.16873 -5.18517 0.397
H -0.14444 -0.93335 -3.92672 0.425
C -1.92312 2.50592 -1.71237 -0.982
Sb -0.25172 2.11521 -0.43351 0.728
C 1.23471 2.08175 -1.96571 -1.147
C 0.05898 4.11390 0.24108 -1.241
H -1.76512 3.44859 -2.23525 0.510
H -2.84891 2.55964 -1.13896 0.469
H -2.01089 1.70428 -2.44590 -0.190
H 1.14740 2.96844 -2.59339 0.467
H 1.09876 1.18751 -2.57152 0.163
H 2.22136 2.04548 -1.50665 0.335
H 0.12770 4.79614 -0.60545 0.397
H 0.97851 4.14258 0.82396 0.346
H -0.76650 4.41175 0.88662 0.372
Br 7.27265 0.89212 -0.68609 -0.178
C 5.98786 1.59715 0.50820 -0.100
C 6.34163 2.62499 1.37000 -0.159
N 5.48633 3.16203 2.23432 -0.639
C 4.24543 2.68352 2.25975 -0.179
C 3.80571 1.65894 1.42985 0.083
C 4.69979 1.10030 0.52782 -0.168
C 2.39229 1.17105 1.50620 0.413
O 1.59050 1.68004 2.30760 -0.672
O 2.04181 0.23032 0.71666 -0.598
H 7.34882 3.02478 1.35987 0.373
H 3.55759 3.12125 2.97243 0.543
H 4.38153 0.30364 -0.13087 0.554
```

Most stable pick: 2. Distance to second place: 6.9 kJ/mol.

--- 1 ---
The following is a DFT calculation (wB97M-V/def2-TZVPD) of a molecular structure, C2H3N2O2S.

Calculated values
Charge: -1
Gap between HOMO and LUMO in eV: 7.3
2S+1: 1

XYZ file:
```
10
Properties=species:S:1:pos:R:3:nbo_charge:R:1
C -0.53290 2.32803 -0.52747 0.437
C 0.53351 -0.81505 -0.24968 -0.283
N -0.73908 1.32513 0.44547 -0.541
N 0.54724 0.02460 0.71627 0.225
O 0.97235 -0.07943 1.88064 -0.491
O -0.55883 3.52836 -0.23481 -0.661
S -0.60219 1.71019 -2.13616 -0.479
H 0.12644 -0.16751 -1.18353 0.262
H 1.28643 -1.61387 -0.20154 0.190
H -0.64145 1.77043 1.29684 0.341
```

--- 2 ---
The following is a DFT calculation (wB97M-V/def2-TZVPD) of 2 unconnected molecules or ions with the total composition C2H3N2O2S.

Calculated values
Charge: -1
Gap between HOMO and LUMO (alpha / beta) in eV: 7.3 / 7.1
2S+1: 1

XYZ file:
```
10
Properties=species:S:1:pos:R:3:nbo_charge:R:1
C -0.00933 1.64258 0.07393 0.209
C 0.06660 0.33426 0.55876 -0.383
N -0.14592 2.64541 -0.51978 -0.387
N -1.99412 -0.57228 -0.11320 -0.775
O 2.64301 -0.35165 0.59410 -1.005
O 1.12243 -2.08019 -0.34813 -1.022
S 1.56559 -0.66962 -0.35167 1.517
H 0.16891 0.20941 1.53303 0.190
H -1.16236 -1.10599 -0.42352 0.348
H -2.25481 -0.05194 -1.00351 0.308
```

--- 3 ---
The following is a DFT calculation (wB97M-V/def2-TZVPD) of 2 unconnected molecules or ions with the total composition C2H3N2O2S.

Calculated values
Charge: -1
Gap between HOMO and LUMO (alpha / beta) in eV: 8.0 / 5.3
2S+1: 1

XYZ file:
```
10
Properties=species:S:1:pos:R:3:nbo_charge:R:1
C 1.71519 1.81825 0.96013 0.191
C 1.42825 0.57828 0.50214 -0.154
N 2.11795 2.86512 1.19709 -0.382
N 0.18006 -0.05995 0.56653 -0.727
O -1.34447 -1.74446 -0.62808 -1.053
O -3.41579 -1.85296 -2.05009 -0.991
S -2.31903 -1.00250 -1.50256 1.079
H 2.28001 -0.10016 0.43742 0.205
H 0.17079 -0.88464 0.05749 0.424
H -0.81295 0.38303 0.45993 0.408
```

Most stable pick: 3. Distance to second place: 180.7 kJ/mol.

--- 1 ---
The following is a DFT calculation (wB97M-V/def2-TZVPD) of 2 unconnected molecules or ions with the total composition C7H15N.

Calculated values
Charge: -1
Gap between HOMO and LUMO (alpha / beta) in eV: 3.1 / 7.5
2S+1: 2

XYZ file:
```
23
Properties=species:S:1:pos:R:3:nbo_charge:R:1
C -3.56978 0.17107 -0.50320 -0.614
C -2.09058 0.19714 -0.08475 -0.230
C -0.84245 2.17046 -0.10160 -0.499
N -1.35170 1.15974 -0.83056 -0.634
H -4.12772 -0.59738 0.05184 0.162
H -4.01191 1.15172 -0.32285 0.192
H -3.63679 -0.05152 -1.56756 0.190
H -1.69376 -0.81863 -0.26266 0.138
H -2.05050 0.38393 1.00649 0.128
H -0.98640 2.25284 0.98078 0.102
H -0.24779 2.93296 -0.59408 0.139
C 2.52097 0.68065 0.79980 -0.645
C 2.85359 -0.74176 0.32480 -0.436
C 1.71933 -1.70390 0.52635 -0.169
C 0.97785 -2.17912 -0.45868 -0.396
H 2.77086 0.79134 1.86005 0.182
H 3.12584 1.40664 0.25195 0.195
H 1.47786 0.96632 0.67147 0.254
H 3.73035 -1.08341 0.88232 0.187
H 3.12682 -0.74030 -0.73165 0.196
H 1.51740 -2.03347 1.54149 0.181
H 0.14063 -2.84098 -0.29086 0.189
H 1.16463 -1.87342 -1.48118 0.188
```

--- 2 ---
The following is a DFT calculation (wB97M-V/def2-TZVPD) of a molecular structure, C7H15N.

Calculated values
Charge: -1
Gap between HOMO and LUMO (alpha / beta) in eV: 4.2 / 6.6
2S+1: 2

XYZ file:
```
23
Properties=species:S:1:pos:R:3:nbo_charge:R:1
C 1.01784 -2.82919 0.49517 -0.611
C 0.72451 -1.36949 1.01921 -0.148
C -0.40624 -0.57540 0.38303 -0.480
C 0.06517 0.62645 -0.40620 -0.391
C -0.68860 1.17966 -1.42691 -0.258
C -0.27556 2.05722 -2.61086 -0.643
C -0.48747 2.03087 0.19460 -0.675
N 0.72281 -1.74572 2.70671 -0.899
H 0.49352 -3.02903 -0.45816 0.200
H 2.06671 -3.01192 0.69347 0.212
H 0.37563 -3.44670 1.11498 0.202
H 1.63537 -0.85145 0.68943 0.230
H -1.17147 -1.24709 -0.06059 0.184
H -1.00195 -0.17941 1.25109 0.184
H -1.66145 0.72975 -1.75525 0.122
H -0.81385 3.01594 -2.51449 0.175
H -0.48323 1.53438 -3.53740 0.191
H 0.75731 2.36146 -2.39660 0.200
H 0.25562 2.79931 -0.03975 0.203
H -0.27423 1.95871 1.33032 0.112
H -1.46422 2.52987 0.17876 0.173
H 0.88341 -0.78068 2.19871 0.393
H -0.26962 -1.75755 2.95072 0.323
```

Most stable pick: 1. Distance to second place: 553.4 kJ/mol.